84
Properties=species:S:1:pos:R:3:mulliken_spin:R:1 method="wB97M-V/def2-TZVPD" s2=8.79 homo_lumo_gap_ha="0.1626 / 0.1090" multiplicity=6 de_lowest_ev=0.883 total_charge=+2 max_force_ha_per_bohr=0.06861
Ir -0.58 -1.48 -0.42 0.937
C -1.41 -5.67 -2.93 0.215
C -2.06 -4.68 -3.52 0.255
C -3.56 -4.58 -3.63 0.038
C -4.37 -4.91 -2.37 0.020
C -3.74 -4.38 -1.10 0.125
C -2.66 -4.84 -0.44 0.116
C -2.11 -6.21 -0.55 -0.005
C -1.96 -6.71 -2.00 0.061
C -0.52 -0.66 1.53 0.000
H -0.39 -5.92 -3.27 0.028
H -1.47 -4.07 -4.23 -0.010
H -3.91 -5.23 -4.45 0.026
H -3.83 -3.57 -3.95 0.019
H -5.33 -4.39 -2.47 0.004
H -4.62 -5.98 -2.32 0.020
H -4.35 -3.59 -0.63 -0.028
H -2.23 -4.27 0.38 -0.033
H -2.71 -6.97 0.00 0.000
H -1.12 -6.22 -0.06 0.008
H -1.23 -7.53 -1.97 -0.001
H -2.91 -7.13 -2.35 0.032
H 0.51 -0.85 1.86 0.003
H -1.20 -1.10 2.27 -0.004
H -0.68 0.42 1.52 0.005
P -2.74 -1.30 -0.62 0.251
P -0.25 -1.97 -2.52 0.008
N -3.63 -2.04 0.85 0.183
N -3.40 0.31 -0.38 0.007
N 0.61 -3.52 -2.42 -0.009
N 0.88 -1.04 -3.53 -0.010
C -3.10 -1.59 -2.40 0.206
C -1.86 -1.64 -3.35 0.086
C -2.94 -2.78 1.81 0.397
C -3.83 -3.30 2.74 0.118
C -5.13 -2.91 2.32 0.232
C -4.99 -2.12 1.18 0.411
C -3.39 0.95 0.86 -0.005
C -4.14 2.11 0.78 0.020
C -4.63 2.21 -0.56 -0.002
C -4.16 1.10 -1.25 0.026
C 0.79 -4.06 -1.15 0.020
C 1.66 -5.15 -1.23 -0.008
C 1.98 -5.32 -2.61 0.010
C 1.31 -4.32 -3.32 0.020
C 1.97 -1.42 -4.33 0.008
C 2.39 -0.32 -5.07 -0.004
C 1.56 0.79 -4.70 0.017
C 0.63 0.31 -3.78 0.021
H -3.77 -0.82 -2.80 -0.008
H -3.64 -2.54 -2.42 -0.072
H -2.03 -2.37 -4.14 -0.005
H -1.76 -0.67 -3.87 0.013
H -1.87 -2.94 1.73 0.097
H -3.55 -3.91 3.59 -0.004
H -6.06 -3.21 2.79 0.006
H -5.72 -1.60 0.59 -0.006
H -2.85 0.52 1.69 0.004
H -4.31 2.80 1.59 0.001
H -5.22 3.00 -0.99 0.000
H -4.29 0.79 -2.27 0.002
H 0.30 -3.61 -0.29 0.075
H 2.00 -5.71 -0.38 0.002
H 2.61 -6.09 -3.02 0.000
H 1.23 -4.16 -4.38 0.002
H 2.36 -2.41 -4.31 0.002
H 3.18 -0.31 -5.81 0.000
H 1.62 1.80 -5.06 0.001
H -0.20 0.80 -3.31 -0.017
C -0.23 2.01 -0.86 0.081
C 1.01 1.24 -0.76 0.285
C 2.32 1.79 -0.70 0.073
C 3.20 0.72 -0.51 0.103
C 2.42 -0.45 -0.43 0.302
C 2.93 -1.79 -0.11 0.043
N 1.11 -0.12 -0.62 0.093
H -0.27 2.72 -0.02 0.026
H -1.11 1.37 -0.82 -0.006
H -0.24 2.59 -1.80 0.028
H 2.53 2.85 -0.77 -0.003
H 4.27 0.73 -0.39 0.001
H 3.13 -2.37 -1.02 0.037
H 3.89 -1.67 0.41 0.009
H 2.23 -2.32 0.54 0.002